# CH3FINS

3 unconnected molecules or ions with the total composition CH3FINS (wB97M-V/def2-TZVPD, the Open Molecules 2025 dataset).

Computed properties:
Charge: 0
HOMO energy (spin up / spin down) (eV): -9.5 / -9.5
E_LUMO (spin up / spin down) (eV): -1.5 / -1.6
F_max (hartree/bohr): 0.0904

Each line ends with the Mulliken charge.
Cartesian coordinates (Å):
C (-1.51206, 0.80423, -0.26816)  -0.276
N (-1.33402, -0.42374, -0.18394)  0.170
F (0.34448, -0.71905, -0.63980)  -0.429
S (-2.21931, -1.67860, 0.11151)  -0.063
I (4.26269, 0.13900, 0.20359)  -0.100
H (-2.61629, 1.11016, -0.26971)  0.240
H (-0.74965, 1.40311, -0.45858)  0.364
H (3.82416, -0.63510, 1.50509)  0.094

***

# C5H8N2

A molecular structure, C5H8N2 (wB97M-V/def2-TZVPD, the Open Molecules 2025 dataset).

Computed properties:
Charge: 0
HOMO energy (eV): -8.9
E_LUMO (eV): 0.6
F_max (hartree/bohr): 0.0560

Each line ends with the Mulliken charge.
Cartesian coordinates (Å):
C (1.66214, -0.37495, -0.65297)  -1.165
C (0.77335, 0.33629, 0.32493)  -0.001
C (-0.26531, 1.25466, -0.27561)  -0.531
N (-1.28155, 0.95571, 0.72277)  -0.435
C (-0.88360, -0.39911, 1.02910)  -0.359
C (-1.16749, -1.47545, 0.13315)  0.358
N (-1.27314, -2.31297, -0.66211)  -0.502
H (1.04461, -0.98726, -1.32886)  0.340
H (2.17169, 0.36216, -1.30071)  0.308
H (2.43862, -0.99441, -0.19884)  0.313
H (0.66917, 0.08280, 1.37949)  0.399
H (-0.53661, 0.86641, -1.28010)  0.294
H (-0.03136, 2.32110, -0.38384)  0.314
H (-2.23667, 1.03480, 0.40530)  0.259
H (-1.08386, -0.66978, 2.08829)  0.407

***

# C38H33AsIN4OS2Sc

A molecular structure, C38H33AsIN4OS2Sc (wB97M-V/def2-TZVPD, the Open Molecules 2025 dataset).

Computed properties:
Charge: +2
HOMO energy (eV): -12.7
E_LUMO (eV): -5.5
F_max (hartree/bohr): 0.0051

Each line ends with the Mulliken charge.
Cartesian coordinates (Å):
Sc (-0.02604, 0.00543, -0.35761)  -0.920
I (-1.26877, 1.82105, 1.78169)  0.152
C (-1.70222, 3.32376, 0.38018)  0.741
C (-2.33422, 4.44805, 0.81421)  -0.713
C (-2.66696, 5.44801, -0.12632)  -0.669
C (-2.37051, 5.26425, -1.44302)  -1.032
C (-1.71640, 4.08819, -1.89071)  1.079
C (-1.43618, 3.90298, -3.26697)  -1.027
C (-0.80955, 2.76884, -3.69215)  -1.447
C (-0.43360, 1.78243, -2.75111)  -0.996
C (-0.66469, 1.88443, -1.39048)  0.532
C (-1.33942, 3.07379, -0.96788)  0.683
H (-2.58453, 4.58291, 1.85743)  0.467
H (-3.16264, 6.34789, 0.21055)  0.419
H (-2.63208, 6.01862, -2.17451)  0.423
H (-1.72380, 4.67722, -3.96751)  0.412
H (-0.58754, 2.63034, -4.74378)  0.530
H (0.06701, 0.90237, -3.14799)  1.107
S (5.71972, 2.35816, 3.41716)  -0.121
C (6.80819, 3.22581, 2.43378)  -0.425
C (6.53347, 3.07580, 1.10828)  -0.608
C (5.41609, 2.23448, 0.88609)  -0.291
C (4.86740, 1.76110, 2.04820)  -0.033
C (3.71901, 0.86559, 2.19182)  0.362
C (2.71491, 0.85823, 1.20402)  -0.707
N (1.65170, 0.07924, 1.23976)  0.875
C (1.48724, -0.74533, 2.30673)  -0.589
C (2.42100, -0.81207, 3.34433)  0.680
C (2.19199, -1.71112, 4.44261)  -1.095
C (1.08163, -2.47432, 4.49560)  -1.147
C (0.09035, -2.40643, 3.45761)  0.773
C (-1.10190, -3.14763, 3.49515)  -0.618
C (-2.02981, -3.02071, 2.48277)  0.726
C (-1.72016, -2.13960, 1.43152)  -0.369
N (-0.61418, -1.42719, 1.37211)  0.918
C (0.29434, -1.54884, 2.37118)  -0.461
C (-3.30158, -3.74780, 2.45013)  0.022
C (-4.51444, -3.27989, 2.02426)  -0.644
C (-5.54634, -4.24672, 2.13808)  -0.626
C (-5.09279, -5.42502, 2.64781)  -0.436
S (-3.42276, -5.37620, 2.98960)  -0.099
C (3.55590, 0.00867, 3.26096)  -0.753
H (7.59166, 3.81224, 2.88580)  0.452
H (7.10998, 3.54547, 0.32591)  0.405
H (5.04453, 1.96328, -0.09288)  0.344
H (2.80062, 1.53700, 0.36362)  0.827
H (2.93121, -1.75732, 5.23169)  0.495
H (0.91182, -3.14426, 5.32841)  0.494
H (-1.29796, -3.80335, 4.33547)  0.582
H (-2.40728, -2.03190, 0.60173)  0.064
H (-4.67456, -2.26290, 1.69025)  0.594
H (-6.57793, -4.07128, 1.87283)  0.414
H (-5.65486, -6.32461, 2.84029)  0.452
H (4.30902, -0.03671, 4.03897)  0.580
N (1.33929, -2.09558, -0.89963)  -0.092
C (2.33620, -1.26738, -1.46482)  0.411
C (3.65534, -1.62045, -1.68675)  -1.227
C (4.49469, -0.65498, -2.22217)  -0.284
C (3.99294, 0.60538, -2.52562)  -1.014
C (2.66800, 0.87713, -2.24649)  -0.170
N (1.86338, -0.04333, -1.70188)  0.530
H (1.69143, -2.91668, -0.42470)  0.310
H (0.62973, -2.36974, -1.57455)  0.171
H (4.00447, -2.62043, -1.46949)  0.509
H (5.53212, -0.89013, -2.41992)  0.468
H (4.61999, 1.36783, -2.96520)  0.504
H (2.23034, 1.84923, -2.43573)  0.404
C (-2.12533, -0.90595, -4.37805)  -0.968
As (-2.65205, -0.95999, -2.54300)  0.553
C (-3.71619, 0.57050, -2.12112)  -0.937
C (-3.68918, -2.54081, -2.26179)  -0.967
O (-1.29614, -1.07962, -1.54075)  -0.209
H (-3.01049, -1.02637, -5.00175)  0.469
H (-1.42769, -1.71863, -4.57130)  0.394
H (-1.65861, 0.05334, -4.58670)  0.225
H (-4.67624, 0.48275, -2.62911)  0.517
H (-3.19427, 1.46661, -2.45183)  0.205
H (-3.86883, 0.60602, -1.04321)  0.329
H (-4.55920, -2.53725, -2.91670)  0.452
H (-4.01897, -2.57826, -1.22402)  0.250
H (-3.06779, -3.40764, -2.47939)  0.390

***

# C9H36N16O9

9 unconnected molecules or ions with the total composition C9H36N16O9 (wB97M-V/def2-TZVPD, the Open Molecules 2025 dataset).

Computed properties:
Charge: 0
HOMO energy (eV): -9.5
SMILES string: NC(N)=O.NC(N)=O.NC(N)=O.NC(N)=O.NC(N)=O.NC(N)=O.NC(N)=O.NC(N)=O.CO
E_LUMO (eV): 0.3
F_max (hartree/bohr): 0.1269

Each line ends with the Mulliken charge.
Cartesian coordinates (Å):
C (-0.47320, 0.77915, -0.53264)  -0.069
O (0.49431, 1.84642, -0.56972)  -0.582
H (-1.40458, 1.12540, -0.08174)  0.615
H (-0.50778, 0.46047, -1.55698)  0.018
H (-0.13353, -0.12693, 0.09624)  -0.195
H (0.66111, 2.19106, 0.30679)  0.329
C (3.78444, 3.54438, 0.74236)  0.563
O (4.53533, 3.93846, -0.11718)  -0.622
N (3.41736, 4.37544, 1.88048)  -0.512
N (3.14579, 2.36631, 0.62539)  -0.117
H (2.59477, 4.43771, 2.45968)  0.233
H (3.59573, 5.31841, 1.52562)  0.255
H (3.50618, 1.65477, -0.04491)  0.179
H (2.70158, 2.02222, 1.49157)  0.145
C (-1.08622, 1.74666, 2.67052)  0.617
O (0.09133, 1.81895, 2.26331)  -0.659
N (-1.74735, 2.73114, 3.25643)  -0.405
N (-1.67536, 0.54116, 2.59672)  -0.200
H (-1.36333, 3.66722, 3.21947)  0.241
H (-2.63929, 2.56604, 3.72997)  0.202
H (-1.90738, -0.12440, 3.35480)  0.307
H (-1.22370, -0.09791, 1.91806)  -0.199
C (1.05802, -1.87352, 3.56178)  0.617
O (-0.08068, -1.73985, 3.98107)  -0.653
N (1.67202, -0.84865, 2.95124)  -0.255
N (1.75784, -3.08058, 3.64157)  -0.637
H (2.52480, -0.94603, 2.44490)  0.161
H (1.05464, -0.04909, 2.85534)  0.176
H (2.07716, -3.26160, 2.70094)  0.279
H (1.07466, -3.79673, 3.87964)  0.311
C (-3.99484, -0.37503, -0.44304)  0.568
O (-3.40466, -1.40404, -0.14807)  -0.760
N (-4.71330, -0.29729, -1.65496)  -0.453
N (-4.03435, 0.67040, 0.53026)  -0.305
H (-5.07703, 0.58228, -1.96821)  0.232
H (-4.42573, -0.98371, -2.32670)  0.241
H (-4.66147, 1.45094, 0.38948)  0.199
H (-3.49385, 0.49340, 1.38456)  0.262
C (1.44320, -0.82724, -3.44443)  0.314
O (0.21476, -0.89458, -3.17034)  -0.612
N (2.08920, -2.00855, -3.49027)  -0.369
N (2.05740, 0.36806, -3.56070)  -0.311
H (3.08455, -2.07619, -3.49463)  0.233
H (1.68358, -2.85177, -3.09157)  0.228
H (3.06437, 0.42724, -3.43779)  0.237
H (1.56709, 1.26499, -3.41417)  0.240
C (-3.54046, 2.33055, -2.78495)  0.318
O (-4.64530, 2.66349, -3.33430)  -0.736
N (-2.97938, 3.16611, -1.87860)  -0.352
N (-2.86249, 1.30354, -3.12886)  -0.180
H (-1.93573, 3.13708, -1.88533)  0.163
H (-3.18987, 4.16341, -2.01396)  0.305
H (-3.33985, 0.70071, -3.77912)  0.241
H (-2.04500, 1.01689, -2.65520)  0.177
C (-0.40313, -3.70142, 0.02169)  0.483
O (0.70254, -4.20402, -0.27476)  -0.737
N (-1.07584, -2.79479, -0.74520)  -0.112
N (-0.99232, -4.16887, 1.22459)  -0.411
H (-1.77606, -2.22938, -0.31959)  0.229
H (-0.58377, -2.48562, -1.60638)  0.184
H (-0.44250, -4.96307, 1.51866)  0.266
H (-1.97914, -4.32972, 1.14590)  0.224
C (3.27126, -1.29342, -0.46950)  0.179
O (3.86623, -0.22563, -0.70043)  -0.770
N (3.93403, -2.47562, -0.20544)  -0.377
N (1.96114, -1.42176, -0.29754)  1.130
H (3.37791, -3.30835, -0.21153)  0.156
H (4.88524, -2.55846, -0.47740)  0.269
H (1.41683, -0.71317, -0.75944)  -0.377
H (1.47208, -2.33345, -0.29342)  -0.362

***

# CH7N4

A molecular structure, CH7N4 (wB97M-V/def2-TZVPD, the Open Molecules 2025 dataset).

Computed properties:
Charge: +1
HOMO energy (spin up / spin down) (eV): -9.6 / -15.9
Spin multiplicity: 3
E_LUMO (spin up / spin down) (eV): -3.3 / -7.3
F_max (hartree/bohr): 0.1725

Each line ends with the Mulliken charge.
Cartesian coordinates (Å):
C (1.11373, 0.26994, -0.15743)  -0.271
N (0.08775, -0.14889, 0.49937)  -0.522
N (2.30435, -0.26182, 0.02510)  -0.167
N (-2.20072, -0.38467, -0.16829)  -0.679
N (-1.16477, 0.46684, 0.28415)  0.295
H (1.04766, 1.09349, -0.88159)  0.325
H (3.11752, 0.07157, -0.46231)  0.259
H (2.41308, -1.00438, 0.70111)  0.283
H (-2.06656, -1.53804, 0.46516)  0.401
H (-2.04320, -0.67988, -1.12921)  0.307
H (-1.48509, 0.83715, 1.20136)  0.366
H (-1.12377, 1.27869, -0.37741)  0.403

***

What is the formula in the third record? C38H33AsIN4OS2Sc